[1]
Formula: C5H14N2O
Source: the OMol25 dataset
Level of theory: the ωB97M-V functional and the def2-TZVPD basis

Properties
relative energy (zero: lowest compared OMol25 entry of this formula, charge and spin): 136.0 kJ/mol
multiplicity: 1
total charge: +2
structure (SMILES): C=C([NH3+])C[C@@H]([NH3+])CO
molar mass: 118.180 g mol⁻¹

Positions of all 22 atoms, in Å:
C 1.11 0.09 2.39
C 1.07 0.42 1.11
N 1.14 1.94 0.73
C 1.06 -0.44 -0.13
C -0.17 -0.35 -1.02
N -0.56 -1.68 -1.67
C -1.49 -0.02 -0.13
O -2.56 -0.15 -1.01
H 0.87 -0.95 2.66
H 1.09 0.69 3.28
H 1.24 2.38 1.65
H 0.32 2.21 0.19
H 1.98 2.01 0.15
H 2.00 -0.34 -0.71
H 1.17 -1.44 0.33
H -0.23 0.31 -1.92
H -1.07 -2.37 -1.08
H -1.27 -1.44 -2.41
H 0.23 -2.00 -2.26
H -1.60 -0.61 0.76
H -1.34 1.01 0.23
H -3.00 0.73 -1.13

***

[2]
Formula: C5H14N2O
Source: the OMol25 dataset
Level of theory: the ωB97M-V functional and the def2-TZVPD basis

Properties
relative energy (zero: lowest compared OMol25 entry of this formula, charge and spin): 76.6 kJ/mol
multiplicity: 1
total charge: +2
structure (SMILES): [NH3+]/C=C/C[C@H]([NH3+])CO
molar mass: 118.180 g mol⁻¹

Positions of all 22 atoms, in Å:
N -3.10 -1.82 -0.96
C -1.66 -1.68 -0.93
C -1.03 -0.53 -0.72
C 0.46 -0.32 -0.61
C 0.86 0.94 0.14
N 2.27 1.45 -0.32
C 0.90 0.73 1.71
O 2.08 1.32 2.26
H -3.61 -0.95 -0.77
H -3.41 -2.35 -0.12
H -3.41 -2.36 -1.77
H -1.17 -2.65 -0.97
H -1.62 0.38 -0.79
H 0.94 -1.19 -0.14
H 0.68 -0.44 -1.68
H 0.34 1.87 -0.09
H 2.24 2.47 -0.35
H 2.43 1.28 -1.32
H 3.00 1.08 0.28
H 0.89 -0.33 1.94
H 0.07 1.28 2.16
H 1.86 1.82 3.05

***

[3]
Formula: C5H14N2O2
Source: the OMol25 dataset
Level of theory: the ωB97M-V functional and the def2-TZVPD basis

Properties
relative energy (zero: lowest compared OMol25 entry of this formula, charge and spin): 197.9 kJ/mol
multiplicity: 2
total charge: +1
molar mass: 134.179 g mol⁻¹

Positions of all 23 atoms, in Å:
C -0.22 0.07 -0.92
N 1.10 -0.53 -0.98
C 1.95 -0.01 -2.04
C 2.68 1.22 -1.54
O 2.86 2.20 -2.22
C -0.70 0.39 0.51
N -2.04 0.84 0.58
C -2.78 0.74 1.84
H -0.29 1.04 -1.43
H -0.96 -0.57 -1.41
H 0.91 -1.52 -1.06
H 1.40 0.18 -2.97
H 2.68 -0.77 -2.32
H 2.99 1.21 -0.48
H -0.62 -0.51 1.13
H 0.11 0.96 0.99
H -2.62 0.45 -0.17
H -2.35 1.49 2.52
H -3.84 0.93 1.70
H -2.55 -0.22 2.28
H 0.55 -2.86 2.63
H 0.76 -1.90 1.60
O 0.97 -2.83 1.76

***

[4]
Formula: C5H14N2P
Source: the OMol25 dataset
Level of theory: the ωB97M-V functional and the def2-TZVPD basis

Properties
relative energy (zero: lowest compared OMol25 entry of this formula, charge and spin): 117.8 kJ/mol
multiplicity: 1
total charge: +1
molar mass: 133.155 g mol⁻¹

Positions of all 22 atoms, in Å:
C -2.06 1.21 -0.38
C -1.53 0.86 1.04
C -2.39 -0.23 -1.01
C -1.18 -0.56 1.02
C 3.88 -0.18 -0.19
N 1.09 -0.89 0.50
N -1.70 -1.16 -0.04
P 2.02 0.09 -0.28
H -3.22 1.53 -0.19
H -1.50 1.94 -0.97
H -0.49 1.41 1.10
H -2.26 1.17 1.85
H -3.43 -0.41 -1.22
H -1.98 -0.29 -2.03
H -0.96 -1.06 1.91
H 4.04 -1.14 -0.56
H 4.25 -0.35 0.79
H 4.42 0.59 -0.59
H 1.10 -1.85 0.61
H -1.75 -2.14 -0.11
H 1.76 1.20 0.43
H 1.91 0.24 -1.68

***

[5]
Formula: C5H14N2S
Source: the OMol25 dataset
Level of theory: the ωB97M-V functional and the def2-TZVPD basis

Properties
relative energy (zero: lowest compared OMol25 entry of this formula, charge and spin): 26.3 kJ/mol
multiplicity: 1
structure (SMILES): C=C(C)N.NCCS
molar mass: 134.248 g mol⁻¹

Positions of all 22 atoms, in Å:
C 1.62 1.82 -2.07
C 1.86 0.90 -1.14
C 1.93 1.22 0.32
N 2.12 -0.44 -1.44
H 1.56 1.56 -3.12
H 1.52 2.86 -1.81
H 1.62 2.24 0.50
H 1.29 0.53 0.88
H 2.94 1.09 0.71
H 1.71 -1.10 -0.80
H 1.99 -0.67 -2.41
N -1.53 -2.50 1.13
C -2.44 -1.42 1.47
C -1.97 -0.01 1.09
S -1.86 0.19 -0.72
H -0.60 -2.33 1.48
H -1.45 -2.60 0.13
H -3.40 -1.61 0.99
H -2.62 -1.45 2.55
H -0.99 0.17 1.52
H -2.65 0.74 1.49
H -0.66 0.78 -0.77

***

[6]
Formula: C5H14N2S
Source: the OMol25 dataset
Level of theory: the ωB97M-V functional and the def2-TZVPD basis

Properties
relative energy (zero: lowest compared OMol25 entry of this formula, charge and spin): 130.0 kJ/mol
multiplicity: 1
structure (SMILES): CNC[C@@H](CS)NC
molar mass: 134.248 g mol⁻¹

Positions of all 22 atoms, in Å:
C 0.52 0.98 2.92
N 0.79 0.06 1.79
C 0.50 0.78 0.51
C -0.05 -0.20 -0.49
C -1.58 -0.37 -0.56
S -2.17 -1.60 0.70
N 0.42 0.29 -1.86
C 0.57 -0.76 -2.83
H 0.63 0.43 3.86
H 1.10 1.90 3.02
H -0.55 1.21 2.94
H 1.74 -0.25 1.88
H -0.20 1.58 0.78
H 1.35 1.32 0.08
H 0.43 -1.18 -0.43
H -2.04 -0.51 -1.54
H -2.12 0.54 -0.29
H -1.01 -2.05 1.24
H -0.24 0.99 -2.18
H 0.84 -1.78 -2.60
H 1.39 -0.43 -3.51
H -0.32 -0.96 -3.44

***

[7]
Formula: C5H14N2S
Source: the OMol25 dataset
Level of theory: the ωB97M-V functional and the def2-TZVPD basis

Properties
relative energy (zero: lowest compared OMol25 entry of this formula, charge and spin): 109.4 kJ/mol
multiplicity: 1
structure (SMILES): CNC[C@@H](CS)NC
molar mass: 134.248 g mol⁻¹

Positions of all 22 atoms, in Å:
C 1.91 1.12 2.65
N 0.77 1.29 1.72
C 1.10 1.14 0.31
C 0.30 0.08 -0.46
C -1.19 0.12 -0.09
S -1.96 -1.51 0.28
N 0.51 0.38 -1.86
C 0.52 -0.68 -2.84
H 1.86 1.81 3.50
H 2.05 0.07 2.91
H 2.81 1.48 2.17
H 0.09 0.60 2.02
H 0.83 2.08 -0.17
H 2.16 0.98 0.06
H 0.69 -0.92 -0.28
H -1.76 0.49 -0.93
H -1.56 0.83 0.67
H -0.83 -2.11 0.67
H 0.04 1.23 -2.14
H 0.12 -1.61 -2.44
H 1.51 -0.94 -3.20
H -0.10 -0.46 -3.71

***

[8]
Formula: C5H14N2S
Source: the OMol25 dataset
Level of theory: the ωB97M-V functional and the def2-TZVPD basis

Properties
relative energy (zero: lowest compared OMol25 entry of this formula, charge and spin): 51.2 kJ/mol
multiplicity: 1
structure (SMILES): C/N=C\N.CCCS
molar mass: 134.248 g mol⁻¹

Positions of all 22 atoms, in Å:
C 1.08 -1.27 -2.10
N 0.18 -1.29 -0.95
C 0.36 -2.16 -0.07
N 1.35 -3.21 -0.13
H 2.06 -0.89 -1.81
H 0.67 -0.60 -2.86
H 1.21 -2.25 -2.55
H -0.29 -2.16 0.81
H 2.03 -3.09 0.61
H 0.89 -4.09 0.09
C -0.27 2.97 -0.18
C -1.16 1.77 0.13
C -0.74 1.12 1.44
S -1.99 -0.11 1.97
H -0.56 3.49 -1.09
H 0.77 2.66 -0.29
H -0.30 3.69 0.64
H -2.20 2.08 0.20
H -1.08 1.02 -0.66
H -0.63 1.85 2.23
H 0.22 0.61 1.32
H -1.61 -0.16 3.25

***

[9]
Formula: C5H14N3
Source: the OMol25 dataset
Level of theory: the ωB97M-V functional and the def2-TZVPD basis

Properties
relative energy (zero: lowest compared OMol25 entry of this formula, charge and spin): 402.7 kJ/mol
multiplicity: 1
total charge: +1
molar mass: 116.188 g mol⁻¹

Positions of all 22 atoms, in Å:
C 0.01 2.17 0.32
C 0.02 0.89 0.66
C -2.38 0.01 0.84
C 2.05 -1.02 0.81
C 0.55 -0.94 -1.14
N -0.22 0.02 -2.03
N -0.89 0.02 1.13
N 1.31 -0.15 -0.14
H 0.67 2.68 -0.27
H -0.66 2.78 0.91
H -2.82 -0.96 1.22
H -2.81 0.97 1.25
H -2.54 0.20 -0.16
H 1.30 -1.79 1.22
H 2.77 -1.64 0.24
H 2.42 -0.48 1.62
H 1.14 -1.51 -1.87
H -0.29 -1.63 -0.89
H -1.04 -0.29 -2.36
H 0.29 0.61 -2.64
H -0.74 -0.43 2.01
H 1.87 0.51 -0.74

***

[10]
Formula: C5H14N3
Source: the OMol25 dataset
Level of theory: the ωB97M-V functional and the def2-TZVPD basis

Properties
relative energy (zero: lowest compared OMol25 entry of this formula, charge and spin): 582.9 kJ/mol
multiplicity: 1
total charge: +1
structure (SMILES): C[C@@H](N)C[C@H](N)C=[NH2+]
molar mass: 116.188 g mol⁻¹

Positions of all 22 atoms, in Å:
C 2.73 -1.39 0.29
C 1.70 -0.34 -0.10
N 1.52 -0.07 -1.47
C 0.25 -0.69 0.50
C -0.76 0.33 0.17
N -0.08 1.75 0.66
C -2.17 0.17 0.58
N -3.18 0.17 -0.53
H 3.78 -1.08 0.23
H 2.62 -2.34 -0.21
H 2.51 -1.58 1.35
H 1.99 0.60 0.40
H 1.90 0.66 -1.94
H 0.84 -0.56 -2.01
H -0.11 -1.63 0.01
H 0.27 -0.82 1.59
H -0.80 0.43 -0.95
H -0.57 1.71 1.58
H -0.43 2.60 0.24
H -2.68 0.11 1.59
H -3.79 1.04 -0.50
H -3.81 -0.52 -0.58

***

[11]
Formula: C5H14N3
Source: the OMol25 dataset
Level of theory: the ωB97M-V functional and the def2-TZVPD basis

Properties
relative energy (zero: lowest compared OMol25 entry of this formula, charge and spin): 103.4 kJ/mol
multiplicity: 1
total charge: +1
structure (SMILES): C[C@H](N)C/C([NH3+])=C/N
molar mass: 116.188 g mol⁻¹

Positions of all 22 atoms, in Å:
C -1.16 1.93 1.72
C -0.78 1.06 0.52
N -1.95 0.46 -0.19
C 0.16 -0.08 0.89
C 0.79 -0.72 -0.29
N -0.22 -1.40 -1.13
C 2.10 -0.78 -0.57
N 2.69 -1.41 -1.61
H -0.29 2.47 2.09
H -1.87 2.71 1.46
H -1.56 1.35 2.55
H -0.33 1.74 -0.20
H -2.74 0.34 0.45
H -2.27 1.11 -0.90
H 0.78 0.12 1.76
H -0.52 -0.82 1.37
H -0.28 -2.40 -0.89
H -0.03 -1.30 -2.13
H -1.14 -0.92 -0.91
H 2.75 -0.20 0.07
H 3.69 -1.37 -1.75
H 2.18 -1.90 -2.32

***

So what do the calculations give for electronic energy? Going down the list: -382.987145; -383.009777; -458.525310; -649.443149; -706.580105; -706.540604; -706.548463; -706.570618; -362.825792; -362.757143; -362.939770 hartree.